C61H62BaNOPSb2 | ωB97M-V with the def2-TZVPD basis set

```
129
C61H62BaNOPSb2 (ωB97M-V with the def2-TZVPD basis set)
Ba -0.231 1.013 -1.086
C -1.611 -1.826 -3.528
C -0.768 -3.112 -3.555
C -1.334 -4.234 -2.656
Sb -1.751 -3.474 -0.675
C -2.283 -5.319 0.247
C -1.423 -5.800 1.239
C -1.748 -6.938 1.971
C -2.943 -7.602 1.725
C -3.808 -7.130 0.742
C -3.482 -5.994 0.008
C -3.723 -2.727 -1.095
C -4.622 -3.322 -1.984
C -5.848 -2.725 -2.266
C -6.195 -1.515 -1.669
C -5.312 -0.904 -0.790
C -4.086 -1.507 -0.506
Sb -1.475 -0.516 -5.316
C -0.922 1.481 -4.520
C -1.834 2.152 -3.665
C -1.780 3.531 -3.462
C -0.851 4.333 -4.271
C 0.031 3.699 -5.109
C 0.103 2.282 -5.205
C 0.439 -0.952 -6.220
C 0.674 -0.195 -7.384
C 1.871 -0.311 -8.088
C 2.842 -1.215 -7.670
C 2.596 -2.027 -6.568
C 1.411 -1.894 -5.847
H -1.516 -1.292 -2.551
H -2.667 -2.095 -3.571
H 0.254 -2.908 -3.226
H -0.700 -3.468 -4.584
H -0.609 -5.043 -2.551
H -2.246 -4.658 -3.083
H -0.491 -5.281 1.453
H -1.074 -7.297 2.740
H -3.207 -8.479 2.305
H -4.745 -7.641 0.551
H -4.180 -5.633 -0.739
H -4.369 -4.247 -2.489
H -6.529 -3.200 -2.964
H -7.147 -1.050 -1.898
H -5.566 0.048 -0.330
H -3.400 -1.004 0.159
H -2.608 1.573 -3.132
H -2.447 3.997 -2.743
H -0.862 5.417 -4.210
H 0.723 4.297 -5.701
H 0.885 1.821 -5.788
H -0.081 0.496 -7.740
H 2.045 0.307 -8.963
H 3.781 -1.293 -8.206
H 3.332 -2.764 -6.263
H 1.251 -2.546 -4.999
C 0.783 -0.209 -2.689
C 1.869 0.839 -2.536
C 2.878 0.372 -1.477
C 1.384 2.290 -2.262
C 2.353 3.318 -2.909
O 3.019 3.923 -1.761
C 2.387 3.522 -0.666
N 1.440 2.641 -0.842
C 2.807 4.237 0.560
C 3.393 5.507 0.386
C 3.793 6.240 1.481
C 3.621 5.707 2.763
C 3.041 4.460 2.922
C 2.619 3.694 1.825
P 1.591 2.095 1.979
C 2.654 1.124 3.147
C 2.076 0.048 3.844
C 2.833 -0.734 4.709
C 4.185 -0.467 4.893
C 4.780 0.564 4.176
C 4.025 1.344 3.305
C 0.376 2.996 3.040
C 0.231 2.863 4.414
C -0.680 3.661 5.108
C -1.447 4.607 4.441
C -1.318 4.738 3.062
C -0.418 3.940 2.376
H 1.039 -0.884 -3.510
H -0.151 0.313 -2.950
H 0.705 -0.819 -1.790
H 2.347 0.888 -3.495
H 2.418 0.298 -0.475
H 3.724 1.060 -1.403
H 3.270 -0.605 -1.756
H 0.364 2.395 -2.663
H 1.843 4.089 -3.462
H 3.097 2.859 -3.543
H 3.523 5.909 -0.607
H 4.235 7.221 1.343
H 3.922 6.279 3.635
H 2.889 4.067 3.923
H 1.021 -0.155 3.690
H 2.357 -1.553 5.243
H 4.775 -1.063 5.582
H 5.841 0.769 4.296
H 4.521 2.130 2.751
H 0.814 2.126 4.958
H -0.785 3.540 6.183
H -2.145 5.233 4.987
H -1.931 5.456 2.521
H -0.352 4.009 1.300
C -2.053 0.539 3.520
C -0.989 -0.549 3.280
C -1.705 -1.781 2.691
C 0.175 0.013 2.415
C -0.293 -0.954 4.594
C -0.466 -0.265 5.798
C 0.176 -0.675 6.967
C 1.016 -1.781 6.962
C 1.205 -2.476 5.769
C 0.560 -2.068 4.610
H -2.529 0.776 2.562
H -1.595 1.466 3.880
H -2.823 0.208 4.231
H -2.144 -1.497 1.735
H -2.510 -2.146 3.353
H -1.012 -2.604 2.509
H 0.587 -0.832 1.781
H -1.107 0.613 5.835
H 0.008 -0.127 7.890
H 1.519 -2.095 7.869
H 1.863 -3.340 5.742
H 0.736 -2.619 3.688
```

**Energy**: -90843.0261 eV
**HOMO level**: -3.10 eV
**Largest force on an atom**: 11.937 eV Å⁻¹